1.
Computed, not measured: a 6-piece molecular cluster, C47H67F2N8O5S2 overall at a distorted geometry, with the ωB97M-V functional and the def2-TZVPD basis.

Summary:
2S+1: 1
Frontier orbital gap, eV: 3.9
LUMO energy, eV: -12.03
Total charge: +5
E_HOMO, eV: -15.8800

The geometry in XYZ format:
```
131
C47H67F2N8O5S2 (the ωB97M-V functional and the def2-TZVPD basis)
C 0.22 -0.17 3.28
C -0.01 0.98 2.23
O 0.59 0.94 1.02
H -0.26 0.15 4.20
H 1.28 -0.31 3.51
H -0.24 -1.12 3.02
H 0.40 1.83 2.79
H -1.09 1.07 2.13
C 6.66 -6.76 4.67
N 6.24 -5.50 4.08
C 7.22 -4.61 3.68
C 6.90 -3.43 3.04
C 5.54 -3.16 2.77
C 4.58 -4.14 3.09
C 4.98 -5.30 3.75
C 5.14 -1.88 2.04
C 5.78 -1.43 0.86
C 5.50 -0.16 0.24
N 4.49 0.57 0.83
C 3.78 0.15 1.85
C 4.14 -1.03 2.53
C 4.17 1.92 0.24
H 7.62 -6.66 5.18
H 6.79 -7.50 3.88
H 5.83 -7.07 5.30
H 8.20 -4.89 4.03
H 7.71 -2.75 2.88
H 3.53 -3.92 2.95
H 4.24 -6.04 4.05
H 6.56 -1.99 0.36
H 6.07 0.31 -0.55
H 3.02 0.84 2.18
H 3.59 -1.35 3.40
H 3.13 2.23 0.29
H 4.45 2.06 -0.81
H 4.86 2.60 0.73
C 4.96 0.68 -8.46
N 4.36 0.21 -7.14
C 3.51 0.99 -6.42
C 2.98 0.47 -5.25
C 3.32 -0.82 -4.78
C 4.18 -1.58 -5.56
C 4.63 -1.05 -6.75
C 2.88 -1.20 -3.43
C 3.59 -2.16 -2.72
C 3.18 -2.53 -1.42
N 2.05 -2.09 -0.88
C 1.37 -1.09 -1.45
C 1.72 -0.71 -2.76
C 1.55 -2.71 0.40
H 4.14 0.60 -9.17
H 5.77 0.08 -8.89
H 5.23 1.73 -8.33
H 3.38 1.98 -6.83
H 2.23 1.01 -4.69
H 4.43 -2.59 -5.29
H 5.39 -1.53 -7.34
H 4.59 -2.50 -2.93
H 3.85 -3.12 -0.81
H 0.48 -0.72 -0.97
H 1.05 -0.09 -3.34
H 1.16 -1.87 0.98
H 2.34 -3.11 1.03
H 0.70 -3.36 0.16
C -3.51 1.48 0.08
N -4.78 0.81 0.25
C -5.09 -0.22 -0.57
C -6.41 -0.71 -0.48
C -7.24 -0.43 0.61
C -6.87 0.54 1.51
C -5.61 1.17 1.32
C -8.65 -1.08 0.72
C -9.86 -0.39 1.01
C -11.11 -1.01 0.92
N -11.17 -2.33 0.40
C -10.01 -3.02 0.13
C -8.75 -2.46 0.35
C -12.47 -2.86 0.13
H -2.97 1.56 1.02
H -3.63 2.45 -0.40
H -2.80 0.93 -0.55
H -4.41 -0.41 -1.39
H -6.68 -1.40 -1.26
H -7.50 0.86 2.32
H -5.32 2.05 1.88
H -9.86 0.64 1.35
H -12.07 -0.56 1.11
H -10.13 -4.06 -0.14
H -7.89 -3.11 0.31
H -12.69 -2.33 -0.80
H -13.22 -2.74 0.91
H -12.38 -3.93 -0.10
C -3.92 6.02 0.51
C -2.45 6.05 0.20
C -1.93 4.73 -0.39
N -0.46 4.70 -1.00
C -0.32 3.16 -1.41
C 0.95 2.99 -2.22
C 0.89 3.97 -3.47
C 0.92 5.40 -2.98
C -0.28 5.78 -2.08
C 0.58 4.95 0.04
H -4.31 6.63 1.32
H -4.36 5.04 0.71
H -4.43 6.23 -0.43
H -1.82 6.34 1.04
H -2.25 6.86 -0.50
H -2.55 4.26 -1.15
H -1.82 4.02 0.42
H -1.16 3.00 -2.09
H -0.46 2.46 -0.59
H 0.97 1.93 -2.46
H 1.81 3.17 -1.57
H 0.02 3.56 -3.97
H 1.71 3.73 -4.14
H 0.94 6.06 -3.85
H 1.87 5.37 -2.44
H -1.22 5.73 -2.63
H -0.24 6.77 -1.63
H 1.57 4.94 -0.42
H 0.42 4.18 0.80
H 0.47 5.90 0.56
N 0.39 -4.31 5.93
S 0.67 -2.71 6.27
O -0.52 -2.04 6.75
O 1.74 -1.98 5.57
F 1.41 -3.09 7.74
S 0.09 -3.99 4.46
O 1.11 -3.67 3.49
O -1.24 -3.46 4.18
F -0.32 -5.49 4.09
```



2.
Computed, not measured: a 11-piece molecular cluster, C47H68BN14O5 overall at a distorted geometry, with the ωB97M-V functional and the def2-TZVPD basis.

Summary:
2S+1: 1
Frontier orbital gap, eV: 8.4
LUMO energy, eV: -2.29
Total charge: +1
E_HOMO, eV: -10.7006

The geometry in XYZ format:
```
135
C47H68BN14O5 (the ωB97M-V functional and the def2-TZVPD basis)
C 2.02 2.00 3.49
N 0.79 1.17 3.65
C -0.38 1.72 2.96
C -1.15 0.63 2.02
B -0.97 -0.69 2.95
C 0.17 -1.79 2.95
O -2.04 -0.86 3.91
N -2.57 1.14 1.97
C -3.58 0.21 1.40
C -2.67 2.49 1.30
C -4.13 2.96 0.97
C -4.72 2.69 -0.43
C -6.23 3.17 -0.62
N -4.18 2.11 -1.42
C -1.62 2.64 0.10
O -1.28 1.35 -0.39
C -0.51 0.59 0.57
C -0.33 -0.80 -0.13
C -1.61 -1.70 -0.31
C -1.20 -2.92 -1.24
O -1.01 -2.79 -2.42
N -1.09 -4.25 -0.64
C -2.38 -4.91 -0.94
C -3.45 -4.92 0.05
C -4.72 -5.57 -0.37
C -4.87 -6.15 -1.68
C -3.75 -6.16 -2.64
C -2.50 -5.52 -2.25
O 0.83 1.13 0.72
C 1.43 1.54 -0.46
O 1.25 2.56 -1.05
C 2.56 0.59 -1.01
C 3.81 0.59 -0.23
C 4.94 -0.25 -0.58
C 4.78 -1.11 -1.76
C 3.56 -1.09 -2.55
C 2.42 -0.23 -2.20
H 2.77 1.39 2.93
H 1.84 3.02 3.05
H 2.44 2.15 4.52
H 0.59 1.12 4.65
H -0.18 2.67 2.40
H -1.09 2.05 3.79
H 1.16 -1.28 2.79
H 0.14 -2.42 3.87
H -0.01 -2.49 2.09
H -1.70 -0.46 4.73
H -2.87 1.33 2.94
H -3.56 0.35 0.28
H -4.60 0.42 1.82
H -3.42 -0.88 1.56
H -2.32 3.28 2.04
H -4.17 4.09 1.12
H -4.88 2.58 1.73
H -6.72 3.22 0.40
H -6.75 2.32 -1.14
H -6.31 4.13 -1.18
H -4.86 2.09 -2.20
H -0.70 3.21 0.41
H -2.08 3.26 -0.72
H 0.52 -1.41 0.28
H -0.01 -0.58 -1.19
H -2.40 -1.13 -0.86
H -1.99 -2.16 0.64
H -1.02 -4.16 0.39
H -3.35 -4.46 1.05
H -5.57 -5.58 0.36
H -5.85 -6.62 -1.98
H -3.83 -6.60 -3.66
H -1.64 -5.51 -2.96
H 3.91 1.26 0.66
H 5.87 -0.24 0.03
H 5.62 -1.79 -2.04
H 3.49 -1.78 -3.44
H 1.46 -0.22 -2.77
C -9.89 1.36 -1.24
C -9.33 2.03 -0.07
N -8.88 2.56 0.84
H -10.55 0.54 -0.95
H -10.49 2.05 -1.85
H -9.11 0.95 -1.88
C 2.85 5.11 -1.92
C 2.55 6.50 -2.25
N 2.32 7.59 -2.51
H 2.99 4.50 -2.82
H 3.76 5.02 -1.33
H 2.05 4.65 -1.35
C 5.86 0.74 5.78
C 4.51 1.20 6.07
N 3.44 1.56 6.30
H 6.17 -0.06 6.46
H 5.94 0.34 4.77
H 6.59 1.54 5.87
C 8.57 -2.74 7.71
C 7.96 -2.16 6.52
N 7.49 -1.70 5.58
H 8.86 -3.78 7.54
H 9.47 -2.20 8.00
H 7.89 -2.72 8.56
C 1.01 -3.11 -5.73
C 2.32 -3.61 -5.31
N 3.35 -4.01 -4.98
H 0.20 -3.64 -5.23
H 0.90 -2.05 -5.50
H 0.87 -3.23 -6.80
C 2.48 -6.46 -7.97
C 1.12 -6.01 -7.68
N 0.06 -5.65 -7.45
H 2.79 -7.25 -7.29
H 2.56 -6.85 -8.99
H 3.20 -5.64 -7.88
C -3.43 -5.18 -8.46
C -4.03 -4.60 -9.66
N -4.51 -4.15 -10.60
H -3.13 -6.22 -8.62
H -2.53 -4.63 -8.16
H -4.11 -5.16 -7.62
C 5.98 5.96 -4.62
C 6.25 4.58 -4.21
N 6.46 3.50 -3.89
H 6.89 6.56 -4.60
H 5.58 6.00 -5.63
H 5.25 6.43 -3.96
C 5.39 5.39 5.95
C 6.55 4.55 6.24
N 7.46 3.89 6.46
H 4.83 5.02 5.09
H 4.70 5.42 6.80
H 5.69 6.42 5.74
C -4.41 3.14 5.36
C -3.25 2.30 5.65
N -2.34 1.64 5.88
H -4.97 2.77 4.50
H -5.10 3.17 6.20
H -4.12 4.17 5.15
```



3.
Computed, not measured: C47H77BCsN4P2 as an isolated structure at a distorted geometry, with the ωB97M-V functional and the def2-TZVPD basis.

Summary:
2S+1: 1
Frontier orbital gap, eV: 4.5
Relative energy (zero: lowest compared OMol25 entry of this formula, charge and spin), kJ/mol: 72.0
LUMO energy, eV: 1.50
Total charge: -1
E_HOMO, eV: -2.9984

The geometry in XYZ format:
```
132
C47H77BCsN4P2 (the ωB97M-V functional and the def2-TZVPD basis)
Cs -0.57 -0.49 0.41
C -3.80 -1.94 -1.48
C -4.28 -0.79 -0.83
C -3.90 0.32 -1.66
C -3.20 -0.21 -2.75
C -3.13 -1.60 -2.65
C -2.59 -2.55 -3.68
C -3.74 -3.08 -4.56
C -1.57 -1.87 -4.60
C -1.94 -3.75 -2.99
C -4.23 1.81 -1.61
C -5.75 2.04 -1.69
C -3.64 2.53 -2.83
C -3.64 2.53 -0.39
C -5.17 -0.97 0.39
C -4.70 -2.18 1.23
C -6.59 -1.28 -0.10
C -5.24 0.19 1.38
H -3.96 -2.96 -1.15
H -2.78 0.35 -3.57
H -4.23 -2.25 -5.06
H -4.47 -3.59 -3.95
H -3.36 -3.77 -5.32
H -2.07 -1.15 -5.24
H -1.08 -2.61 -5.24
H -0.81 -1.35 -4.02
H -2.70 -4.33 -2.45
H -1.20 -3.42 -2.27
H -1.46 -4.42 -3.71
H -6.13 1.53 -2.57
H -5.97 3.10 -1.78
H -6.27 1.65 -0.83
H -4.05 2.13 -3.76
H -2.55 2.43 -2.85
H -3.88 3.60 -2.78
H -4.07 2.20 0.54
H -3.81 3.61 -0.47
H -2.57 2.36 -0.35
H -4.76 -3.11 0.69
H -5.33 -2.27 2.12
H -3.67 -2.04 1.56
H -6.58 -2.16 -0.73
H -6.98 -0.46 -0.69
H -7.27 -1.46 0.74
H -4.25 0.44 1.76
H -5.86 -0.10 2.23
H -5.69 1.07 0.94
C 4.24 4.67 -0.03
C 3.43 3.56 -0.69
C 4.37 2.36 -0.87
C 2.96 4.01 -2.07
P 1.91 2.80 0.19
C 2.64 2.42 1.87
N 3.15 1.07 1.82
B 2.46 -0.11 1.32
N 3.45 -1.14 1.46
C 3.36 -2.54 1.13
P 1.91 -2.90 0.01
C 1.77 -4.79 0.36
C 1.15 -4.87 1.76
C 3.04 -5.65 0.34
C 0.74 -5.35 -0.61
C 2.72 -2.64 -1.70
C 1.59 -2.55 -2.72
C 3.41 -1.27 -1.65
C 3.74 -3.68 -2.17
C 4.60 -0.64 2.01
C 5.80 -1.24 2.35
C 6.80 -0.46 2.91
C 6.61 0.90 3.13
C 5.41 1.51 2.81
C 4.41 0.75 2.24
C 0.65 4.18 0.61
C -0.24 3.62 1.73
C -0.21 4.35 -0.64
C 1.20 5.53 1.06
H 5.13 4.86 -0.62
H 4.57 4.40 0.97
H 3.69 5.61 0.03
H 5.22 2.65 -1.50
H 3.85 1.53 -1.35
H 4.76 2.02 0.08
H 3.80 4.16 -2.74
H 2.42 4.96 -2.00
H 2.29 3.27 -2.50
H 1.84 2.49 2.62
H 3.42 3.13 2.14
H 3.23 -3.13 2.05
H 4.28 -2.89 0.64
H 1.86 -4.63 2.54
H 0.79 -5.88 1.94
H 0.30 -4.19 1.84
H 3.85 -5.19 0.91
H 3.39 -5.83 -0.67
H 2.82 -6.61 0.80
H -0.17 -4.76 -0.58
H 0.49 -6.38 -0.35
H 1.11 -5.35 -1.64
H 0.85 -1.82 -2.40
H 1.09 -3.51 -2.85
H 1.98 -2.24 -3.69
H 2.74 -0.52 -1.22
H 3.69 -0.96 -2.66
H 4.32 -1.30 -1.04
H 3.25 -4.61 -2.45
H 4.49 -3.88 -1.41
H 4.25 -3.29 -3.05
H 5.96 -2.31 2.22
H 7.75 -0.91 3.18
H 7.41 1.48 3.56
H 5.27 2.57 3.02
H -0.41 2.55 1.59
H -1.21 4.12 1.72
H 0.19 3.78 2.71
H -0.50 3.38 -1.03
H 0.33 4.88 -1.42
H -1.11 4.92 -0.41
H 1.93 5.40 1.86
H 0.39 6.14 1.44
H 1.66 6.07 0.23
N 0.72 4.35 5.85
C 0.01 3.49 5.55
C -0.87 2.47 5.20
C -2.27 2.63 5.30
C -3.09 1.58 4.97
C -2.51 0.38 4.54
N -1.19 0.22 4.39
C -0.40 1.23 4.71
H -2.67 3.58 5.64
H -4.16 1.69 5.03
H -3.12 -0.48 4.31
H 0.66 1.05 4.59
```